A molecular structure, C29H32NOW at a distorted geometry, computed with ωB97M-V/def2-TZVPD.

The geometry in ORCA input format:
```
! RIJCOSX wB97M-V def2-TZVPD def2/J DEFGRID3
* xyz 1 3
C -1.1065 -0.6495 1.6052
C -0.9457 0.7707 1.7426
C -1.8346 1.4122 0.8310
H -0.3485 1.2669 2.5027
C -2.5109 0.4017 0.0918
C -2.0647 -0.8673 0.5548
H -3.3343 0.5568 -0.5917
C 2.2945 -0.4711 0.7482
C 2.1216 0.5484 1.7119
C 1.9735 1.7979 1.0471
H 2.1917 0.4229 2.7856
C 2.0651 1.5732 -0.3525
C 2.2381 0.1332 -0.5529
H -2.0405 2.4796 0.7844
H -2.4493 -1.8244 0.2239
H -0.6853 -1.4036 2.2588
H 2.5294 -0.3199 -1.4996
H 1.8851 2.7722 1.5292
H 2.5572 -1.5089 0.9404
W -0.0855 0.0685 -0.3193
C 1.6211 2.4946 -1.4732
C 2.6278 2.5071 -2.6173
C 1.3426 3.8944 -0.9395
H 3.6057 2.8071 -2.2111
H 2.3347 3.2388 -3.3808
H 2.7460 1.5264 -3.0930
H 2.2711 4.3313 -0.5496
H 0.6052 3.8892 -0.1255
H 0.9688 4.5410 -1.7416
C 0.2658 1.7576 -1.7974
C -1.0130 1.7847 -2.6119
H -0.2085 1.9590 -0.7519
H 0.6432 0.7317 -2.1095
O -1.7512 0.7920 -2.3363
N -1.4220 2.8405 -3.3822
C -2.9082 2.9890 -3.3998
H -0.9912 2.8726 -4.2990
C -3.2958 3.5407 -2.0505
C -4.4422 3.1177 -1.3694
H -5.0608 2.3339 -1.8181
C -4.7727 3.6991 -0.1423
H -5.6790 3.3774 0.3726
C -3.9771 4.7121 0.4057
H -4.2825 5.2157 1.3264
C -2.7999 5.0934 -0.2498
H -2.1561 5.8719 0.1564
C -2.4660 4.5061 -1.4737
H -1.5652 4.8030 -2.0172
H -3.3872 2.0147 -3.5648
H -3.2157 3.6777 -4.1944
C -0.1027 -1.7343 -1.6018
C 0.5950 -2.8666 -0.9591
C 0.0381 -3.5364 0.1504
C 0.7753 -4.4986 0.8409
C 2.0387 -4.8867 0.3763
C 2.5643 -4.2904 -0.7790
C 1.8502 -3.2924 -1.4447
H 0.3526 -1.4348 -2.5504
H -1.1766 -1.9153 -1.7320
H -0.9720 -3.2968 0.4788
H 0.3562 -4.9505 1.7402
H 2.6042 -5.6606 0.9022
H 3.5384 -4.6056 -1.1628
H 2.2587 -2.8333 -2.3477
*
```

For the energy relative to the best compared isomer or geometry (same formula, charge and spin), the calculation gives 0.0 kcal per mole. The calculation puts the HOMO energy (alpha / beta) at -10.297 / -10.783 eV. As for the expectation value of S²: 2.04. Its largest force on an atom is 3.3 eV/A. The total energy is -1320.96096 a.u. For the HOMO-LUMO gap (alpha / beta), the calculation gives 6.41 / 7.17 eV.

---

5 unconnected molecules or ions with the total composition C29H32O10P, computed with ωB97M-V/def2-TZVPD.

The geometry in ORCA input format:
```
! RIJCOSX wB97M-V def2-TZVPD def2/J DEFGRID3
* xyz -1 1
C 0.4960 0.3154 0.7629
C 1.0795 -0.3074 -0.4877
O 0.8011 -1.6890 -0.6001
C 1.9245 -2.5650 -0.4677
C 2.1803 -3.0889 0.9686
O 3.4947 -2.8676 1.3942
C 3.6830 -1.5644 1.9529
P 5.5592 -1.1981 2.2979
H 0.7142 1.3781 0.7443
H -0.5770 0.1536 0.7732
H 0.8928 -0.1438 1.6579
H 2.1456 -0.0950 -0.5458
H 0.6158 0.2120 -1.3296
H 2.8519 -2.1079 -0.8125
H 1.7122 -3.3992 -1.1324
H 1.4510 -2.6120 1.6253
H 2.0407 -4.1702 0.9510
H 3.3834 -0.8150 1.2115
H 3.0850 -1.4716 2.8643
H 5.2276 0.2316 2.3439
H 5.7530 -1.0617 0.8136
H 5.8599 -2.6400 2.1746
H 5.3494 -1.3383 3.7635
H 6.9871 -0.9271 2.5115
C -2.7253 -3.2110 3.5794
C -3.4778 -4.2952 3.4217
C -3.2327 -5.2475 2.3132
O -3.9240 -6.2365 2.1682
C -2.1200 -4.9439 1.3808
C -1.3668 -3.8576 1.5334
C -1.6104 -2.9102 2.6504
O -0.9316 -1.9156 2.7882
H -2.8876 -2.5019 4.3797
H -4.3011 -4.5301 4.0832
H -1.9620 -5.6502 0.5756
H -0.5542 -3.6102 0.8623
C 2.4928 5.0575 -0.6978
C 3.0218 4.4247 0.3463
C 3.8082 3.1753 0.1713
O 4.2815 2.5842 1.1105
C 3.9803 2.6636 -1.2129
C 3.4483 3.2996 -2.2537
C 2.6662 4.5422 -2.0747
O 2.1736 5.1187 -3.0290
H 1.9127 5.9658 -0.5950
H 2.9047 4.7792 1.3624
H 4.5533 1.7499 -1.3151
H 3.5574 2.9417 -3.2701
C -6.9412 -0.2148 2.5956
C -7.1775 0.9331 1.9670
C -6.0979 1.6515 1.2432
O -6.3175 2.6986 0.6727
C -4.7455 1.0409 1.2464
C -4.5084 -0.1077 1.8750
C -5.5886 -0.8254 2.5976
O -5.3709 -1.8735 3.1685
H -7.7127 -0.7550 3.1295
H -8.1560 1.3961 1.9516
H -3.9727 1.5806 0.7140
H -3.5272 -0.5674 1.8913
C -1.3578 1.4572 -6.0052
C -1.3392 1.5173 -4.6766
C -0.5041 2.5188 -3.9661
O -0.4849 2.5714 -2.7544
C 0.3079 3.4498 -4.7887
C 0.2867 3.3849 -6.1188
C -0.5467 2.3873 -6.8308
O -0.5698 2.3293 -8.0434
H -1.9574 0.7355 -6.5453
H -1.9217 0.8481 -4.0558
H 0.9134 4.1704 -4.2408
H 0.8714 4.0519 -6.7398
*
```

The calculation puts the HOMO energy at -2.931 eV. Its largest force on an atom is 0.7 eV/A. The total energy is -2217.70712 a.u. For the HOMO-LUMO gap, the calculation gives 2.63 eV.

---

Please write out number 1 again, unchanged.
A molecular structure, C29H32NOW at a distorted geometry, computed with ωB97M-V/def2-TZVPD.

The geometry in ORCA input format:
```
! RIJCOSX wB97M-V def2-TZVPD def2/J DEFGRID3
* xyz 1 3
C -1.1065 -0.6495 1.6052
C -0.9457 0.7707 1.7426
C -1.8346 1.4122 0.8310
H -0.3485 1.2669 2.5027
C -2.5109 0.4017 0.0918
C -2.0647 -0.8673 0.5548
H -3.3343 0.5568 -0.5917
C 2.2945 -0.4711 0.7482
C 2.1216 0.5484 1.7119
C 1.9735 1.7979 1.0471
H 2.1917 0.4229 2.7856
C 2.0651 1.5732 -0.3525
C 2.2381 0.1332 -0.5529
H -2.0405 2.4796 0.7844
H -2.4493 -1.8244 0.2239
H -0.6853 -1.4036 2.2588
H 2.5294 -0.3199 -1.4996
H 1.8851 2.7722 1.5292
H 2.5572 -1.5089 0.9404
W -0.0855 0.0685 -0.3193
C 1.6211 2.4946 -1.4732
C 2.6278 2.5071 -2.6173
C 1.3426 3.8944 -0.9395
H 3.6057 2.8071 -2.2111
H 2.3347 3.2388 -3.3808
H 2.7460 1.5264 -3.0930
H 2.2711 4.3313 -0.5496
H 0.6052 3.8892 -0.1255
H 0.9688 4.5410 -1.7416
C 0.2658 1.7576 -1.7974
C -1.0130 1.7847 -2.6119
H -0.2085 1.9590 -0.7519
H 0.6432 0.7317 -2.1095
O -1.7512 0.7920 -2.3363
N -1.4220 2.8405 -3.3822
C -2.9082 2.9890 -3.3998
H -0.9912 2.8726 -4.2990
C -3.2958 3.5407 -2.0505
C -4.4422 3.1177 -1.3694
H -5.0608 2.3339 -1.8181
C -4.7727 3.6991 -0.1423
H -5.6790 3.3774 0.3726
C -3.9771 4.7121 0.4057
H -4.2825 5.2157 1.3264
C -2.7999 5.0934 -0.2498
H -2.1561 5.8719 0.1564
C -2.4660 4.5061 -1.4737
H -1.5652 4.8030 -2.0172
H -3.3872 2.0147 -3.5648
H -3.2157 3.6777 -4.1944
C -0.1027 -1.7343 -1.6018
C 0.5950 -2.8666 -0.9591
C 0.0381 -3.5364 0.1504
C 0.7753 -4.4986 0.8409
C 2.0387 -4.8867 0.3763
C 2.5643 -4.2904 -0.7790
C 1.8502 -3.2924 -1.4447
H 0.3526 -1.4348 -2.5504
H -1.1766 -1.9153 -1.7320
H -0.9720 -3.2968 0.4788
H 0.3562 -4.9505 1.7402
H 2.6042 -5.6606 0.9022
H 3.5384 -4.6056 -1.1628
H 2.2587 -2.8333 -2.3477
*
```

For the energy relative to the best compared isomer or geometry (same formula, charge and spin), the calculation gives 0.0 kcal per mole. The calculation puts the HOMO energy (alpha / beta) at -10.297 / -10.783 eV. As for the expectation value of S²: 2.04. Its largest force on an atom is 3.3 eV/A. The total energy is -1320.96096 a.u. For the HOMO-LUMO gap (alpha / beta), the calculation gives 6.41 / 7.17 eV.

---

Copy entry 1 word for word.
A molecular structure, C29H32NOW at a distorted geometry, computed with ωB97M-V/def2-TZVPD.

The geometry in ORCA input format:
```
! RIJCOSX wB97M-V def2-TZVPD def2/J DEFGRID3
* xyz 1 3
C -1.1065 -0.6495 1.6052
C -0.9457 0.7707 1.7426
C -1.8346 1.4122 0.8310
H -0.3485 1.2669 2.5027
C -2.5109 0.4017 0.0918
C -2.0647 -0.8673 0.5548
H -3.3343 0.5568 -0.5917
C 2.2945 -0.4711 0.7482
C 2.1216 0.5484 1.7119
C 1.9735 1.7979 1.0471
H 2.1917 0.4229 2.7856
C 2.0651 1.5732 -0.3525
C 2.2381 0.1332 -0.5529
H -2.0405 2.4796 0.7844
H -2.4493 -1.8244 0.2239
H -0.6853 -1.4036 2.2588
H 2.5294 -0.3199 -1.4996
H 1.8851 2.7722 1.5292
H 2.5572 -1.5089 0.9404
W -0.0855 0.0685 -0.3193
C 1.6211 2.4946 -1.4732
C 2.6278 2.5071 -2.6173
C 1.3426 3.8944 -0.9395
H 3.6057 2.8071 -2.2111
H 2.3347 3.2388 -3.3808
H 2.7460 1.5264 -3.0930
H 2.2711 4.3313 -0.5496
H 0.6052 3.8892 -0.1255
H 0.9688 4.5410 -1.7416
C 0.2658 1.7576 -1.7974
C -1.0130 1.7847 -2.6119
H -0.2085 1.9590 -0.7519
H 0.6432 0.7317 -2.1095
O -1.7512 0.7920 -2.3363
N -1.4220 2.8405 -3.3822
C -2.9082 2.9890 -3.3998
H -0.9912 2.8726 -4.2990
C -3.2958 3.5407 -2.0505
C -4.4422 3.1177 -1.3694
H -5.0608 2.3339 -1.8181
C -4.7727 3.6991 -0.1423
H -5.6790 3.3774 0.3726
C -3.9771 4.7121 0.4057
H -4.2825 5.2157 1.3264
C -2.7999 5.0934 -0.2498
H -2.1561 5.8719 0.1564
C -2.4660 4.5061 -1.4737
H -1.5652 4.8030 -2.0172
H -3.3872 2.0147 -3.5648
H -3.2157 3.6777 -4.1944
C -0.1027 -1.7343 -1.6018
C 0.5950 -2.8666 -0.9591
C 0.0381 -3.5364 0.1504
C 0.7753 -4.4986 0.8409
C 2.0387 -4.8867 0.3763
C 2.5643 -4.2904 -0.7790
C 1.8502 -3.2924 -1.4447
H 0.3526 -1.4348 -2.5504
H -1.1766 -1.9153 -1.7320
H -0.9720 -3.2968 0.4788
H 0.3562 -4.9505 1.7402
H 2.6042 -5.6606 0.9022
H 3.5384 -4.6056 -1.1628
H 2.2587 -2.8333 -2.3477
*
```

For the energy relative to the best compared isomer or geometry (same formula, charge and spin), the calculation gives 0.0 kcal per mole. The calculation puts the HOMO energy (alpha / beta) at -10.297 / -10.783 eV. As for the expectation value of S²: 2.04. Its largest force on an atom is 3.3 eV/A. The total energy is -1320.96096 a.u. For the HOMO-LUMO gap (alpha / beta), the calculation gives 6.41 / 7.17 eV.

---

Repeat the second record exactly.
5 unconnected molecules or ions with the total composition C29H32O10P, computed with ωB97M-V/def2-TZVPD.

The geometry in ORCA input format:
```
! RIJCOSX wB97M-V def2-TZVPD def2/J DEFGRID3
* xyz -1 1
C 0.4960 0.3154 0.7629
C 1.0795 -0.3074 -0.4877
O 0.8011 -1.6890 -0.6001
C 1.9245 -2.5650 -0.4677
C 2.1803 -3.0889 0.9686
O 3.4947 -2.8676 1.3942
C 3.6830 -1.5644 1.9529
P 5.5592 -1.1981 2.2979
H 0.7142 1.3781 0.7443
H -0.5770 0.1536 0.7732
H 0.8928 -0.1438 1.6579
H 2.1456 -0.0950 -0.5458
H 0.6158 0.2120 -1.3296
H 2.8519 -2.1079 -0.8125
H 1.7122 -3.3992 -1.1324
H 1.4510 -2.6120 1.6253
H 2.0407 -4.1702 0.9510
H 3.3834 -0.8150 1.2115
H 3.0850 -1.4716 2.8643
H 5.2276 0.2316 2.3439
H 5.7530 -1.0617 0.8136
H 5.8599 -2.6400 2.1746
H 5.3494 -1.3383 3.7635
H 6.9871 -0.9271 2.5115
C -2.7253 -3.2110 3.5794
C -3.4778 -4.2952 3.4217
C -3.2327 -5.2475 2.3132
O -3.9240 -6.2365 2.1682
C -2.1200 -4.9439 1.3808
C -1.3668 -3.8576 1.5334
C -1.6104 -2.9102 2.6504
O -0.9316 -1.9156 2.7882
H -2.8876 -2.5019 4.3797
H -4.3011 -4.5301 4.0832
H -1.9620 -5.6502 0.5756
H -0.5542 -3.6102 0.8623
C 2.4928 5.0575 -0.6978
C 3.0218 4.4247 0.3463
C 3.8082 3.1753 0.1713
O 4.2815 2.5842 1.1105
C 3.9803 2.6636 -1.2129
C 3.4483 3.2996 -2.2537
C 2.6662 4.5422 -2.0747
O 2.1736 5.1187 -3.0290
H 1.9127 5.9658 -0.5950
H 2.9047 4.7792 1.3624
H 4.5533 1.7499 -1.3151
H 3.5574 2.9417 -3.2701
C -6.9412 -0.2148 2.5956
C -7.1775 0.9331 1.9670
C -6.0979 1.6515 1.2432
O -6.3175 2.6986 0.6727
C -4.7455 1.0409 1.2464
C -4.5084 -0.1077 1.8750
C -5.5886 -0.8254 2.5976
O -5.3709 -1.8735 3.1685
H -7.7127 -0.7550 3.1295
H -8.1560 1.3961 1.9516
H -3.9727 1.5806 0.7140
H -3.5272 -0.5674 1.8913
C -1.3578 1.4572 -6.0052
C -1.3392 1.5173 -4.6766
C -0.5041 2.5188 -3.9661
O -0.4849 2.5714 -2.7544
C 0.3079 3.4498 -4.7887
C 0.2867 3.3849 -6.1188
C -0.5467 2.3873 -6.8308
O -0.5698 2.3293 -8.0434
H -1.9574 0.7355 -6.5453
H -1.9217 0.8481 -4.0558
H 0.9134 4.1704 -4.2408
H 0.8714 4.0519 -6.7398
*
```

The calculation puts the HOMO energy at -2.931 eV. Its largest force on an atom is 0.7 eV/A. The total energy is -2217.70712 a.u. For the HOMO-LUMO gap, the calculation gives 2.63 eV.

---

> The lowest largest force on an atom belongs to which entry?

C29H32O10P